# 1
Formula: C4H7NO
Source: the OMol25 dataset
Level of theory: ωB97M-V/def2-TZVPD

```
! RIJCOSX wB97M-V def2-TZVPD def2/J DEFGRID3
* xyz 0 1
C 1.02807 -0.03734 -1.43877
N 0.52915 -0.63550 -0.22060
C 0.51784 0.19978 1.01839
C -0.94725 -0.11244 1.06817
O -1.94997 0.33691 1.86701
C -0.88908 -0.77872 -0.08100
H 0.74269 -0.67864 -2.27951
H 0.65633 0.98390 -1.64440
H 2.11983 -0.01151 -1.38877
H 1.10658 -0.23552 1.82698
H 0.79248 1.25386 0.86727
H -2.13798 1.01566 1.19143
H -1.56188 -1.32695 -0.73207
*
```

## Properties
Frontier orbital gap = 8.82 eV
F_max = 1.91 eV/Å
Energy relative to the best compared isomer or geometry (same formula, charge and spin) = 3.355 eV
LUMO = 0.77 eV
Molecular weight = 85.11 g/mol

=====

# 2
Formula: C4H7NO
Source: the OMol25 dataset
Level of theory: ωB97M-V/def2-TZVPD

```
! RIJCOSX wB97M-V def2-TZVPD def2/J DEFGRID3
* xyz 0 1
O -2.82866 0.63022 0.71407
C -1.98030 -0.22492 0.58675
C -0.55861 0.22752 0.79258
N 0.50227 -0.56214 0.17711
C 0.81809 -0.38353 -1.23103
C 1.72911 0.13531 -0.18314
H -2.25744 -1.25282 0.30254
H -0.34023 0.25739 1.86537
H -0.82209 1.28475 0.55275
H 0.22348 0.33243 -1.79197
H 1.09414 -1.28469 -1.77998
H 2.67275 -0.37133 0.02322
H 1.74750 1.21182 -0.02827
*
```

## Properties
Frontier orbital gap = 10.69 eV
F_max = 1.69 eV/Å
SMILES = O=CCN1CC1
Energy relative to the best compared isomer or geometry (same formula, charge and spin) = 2.780 eV
LUMO = 1.12 eV
Molecular weight = 85.11 g/mol

=====

# 3
Formula: C4H7NO
Source: the OMol25 dataset
Level of theory: ωB97M-V/def2-TZVPD

```
! RIJCOSX wB97M-V def2-TZVPD def2/J DEFGRID3
* xyz 0 1
C -0.22731 -1.18230 1.06376
C -1.48566 -0.88935 0.81945
N -2.28623 -0.26151 0.14518
H 0.42228 -2.02990 1.10015
H 0.22057 -0.20773 1.53085
H -3.31059 -0.19851 0.26010
C 0.38379 0.36516 -1.25206
C 1.46333 0.41301 -0.49761
O 1.79357 1.52366 0.14734
H 0.07735 -0.40381 -1.93985
H -0.40238 1.04278 -1.17083
H 2.37052 -0.15975 -0.65685
H 0.98076 1.98824 0.45037
*
```

## Properties
Frontier orbital gap = 8.84 eV
F_max = 3.63 eV/Å
SMILES = C=C=N.C=CO
Energy relative to the best compared isomer or geometry (same formula, charge and spin) = 4.468 eV
LUMO = 0.76 eV
Molecular weight = 85.11 g/mol

=====

# 4
Formula: C4H7NO
Source: the OMol25 dataset
Level of theory: ωB97M-V/def2-TZVPD

```
! RIJCOSX wB97M-V def2-TZVPD def2/J DEFGRID3
* xyz 0 1
C 1.59862 1.12928 0.15365
C 0.33387 0.67576 -0.57050
N 0.32137 -0.77695 -0.62485
C -0.62161 -1.47571 -0.14492
C -1.89118 -1.03828 0.52879
O -2.65845 -1.86196 0.97159
H 1.72415 2.21320 0.06946
H 2.47354 0.63760 -0.28109
H 1.55401 0.86859 1.21613
H -0.55103 1.13018 -0.10519
H 0.36891 1.02152 -1.61032
H -0.53952 -2.56475 -0.20950
H -2.11269 0.04151 0.60676
*
```

## Properties
Frontier orbital gap = 9.37 eV
F_max = 0.50 eV/Å
SMILES = CC/N=C\C=O
Energy relative to the best compared isomer or geometry (same formula, charge and spin) = 1.845 eV
LUMO = -0.20 eV
Molecular weight = 85.11 g/mol

=====

# 5
Formula: C4H7NO
Source: the OMol25 dataset
Level of theory: ωB97M-V/def2-TZVPD

```
! RIJCOSX wB97M-V def2-TZVPD def2/J DEFGRID3
* xyz 0 1
C -1.12604 -0.39205 1.23962
C -1.31614 -0.87631 -0.18639
N -0.68354 -0.10178 -1.08847
C 0.75734 -0.13430 -0.83168
C 1.37302 1.07690 -0.17942
O 2.56328 1.26412 -0.21026
H -0.94494 0.68815 1.34065
H -0.45313 -0.92916 1.92180
H -2.13126 -0.59684 1.60976
H 0.89275 -1.01302 -0.18220
H -0.90951 -0.35345 -2.04690
H 1.29465 -0.39271 -1.74454
H 0.68352 1.76045 0.35802
*
```

## Properties
Frontier orbital gap = 8.59 eV
F_max = 1.36 eV/Å
Energy relative to the best compared isomer or geometry (same formula, charge and spin) = 4.326 eV
LUMO = 0.38 eV
Molecular weight = 85.11 g/mol

=====

# 6
Formula: C4H7NO
Source: the OMol25 dataset
Level of theory: ωB97M-V/def2-TZVPD

```
! RIJCOSX wB97M-V def2-TZVPD def2/J DEFGRID3
* xyz 0 1
C -2.04292 -0.37147 -1.02664
N -0.82187 -0.25908 -0.24692
C 0.23425 0.36029 -0.67658
C 1.45564 -0.25504 0.56323
C 1.62593 0.51946 1.65343
O 0.61342 1.08067 -1.55264
H 0.36127 -0.82318 0.62938
H 2.30626 -0.74744 0.10406
H -2.61818 0.55876 -0.98169
H -1.85469 -0.61333 -2.07725
H -2.63544 -1.17019 -0.58022
H 0.77008 0.98816 2.12661
H 2.60625 0.73239 2.06523
*
```

## Properties
Frontier orbital gap (alpha / beta) = 8.39 / 8.39 eV
F_max = 1.74 eV/Å
Energy relative to the best compared isomer or geometry (same formula, charge and spin) = 4.452 eV
LUMO (alpha / beta) = -0.74 / -0.74 eV
Molecular weight = 85.11 g/mol

=====

# 7
Formula: C4H7NO
Source: the OMol25 dataset
Level of theory: ωB97M-V/def2-TZVPD

```
! RIJCOSX wB97M-V def2-TZVPD def2/J DEFGRID3
* xyz 0 1
O 2.28954 -0.03616 0.22458
C 1.11594 -0.24842 0.24585
C 0.16762 0.13084 -0.71375
C -0.80579 1.06906 -0.01541
C -1.56193 -0.10688 0.56352
N -1.00188 -0.86233 -0.55922
H 0.69532 -0.35701 1.23679
H 0.60708 0.44239 -1.65981
H -1.10382 1.68795 -0.74293
H -0.03780 1.74726 0.56184
H -1.47902 -0.40377 1.66983
H -2.76104 -0.14142 0.74828
H -0.71895 -1.71743 -0.17733
*
```

## Properties
Frontier orbital gap = 10.08 eV
F_max = 6.32 eV/Å
SMILES = O=C[C@@H]1CCN1
Energy relative to the best compared isomer or geometry (same formula, charge and spin) = 4.320 eV
LUMO = 0.78 eV
Molecular weight = 85.11 g/mol

=====

# 8
Formula: C4H7NO
Source: the OMol25 dataset
Level of theory: ωB97M-V/def2-TZVPD

```
! RIJCOSX wB97M-V def2-TZVPD def2/J DEFGRID3
* xyz 0 1
C -2.15239 -0.56414 0.74848
C -0.73550 -0.58416 0.28566
N -0.12056 0.50874 0.10470
C 1.01418 0.44339 -0.78913
C 2.31653 0.82191 -0.13375
O 3.32182 0.16362 -0.24816
H -2.35299 -1.08853 1.68487
H -2.73214 -1.05124 -0.04551
H -2.45837 0.48148 0.81511
H -0.31238 -1.54841 -0.04323
H 1.13205 -0.53319 -1.27898
H 0.78493 1.19266 -1.55952
H 2.29481 1.75787 0.45945
*
```

## Properties
Frontier orbital gap = 10.63 eV
F_max = 0.48 eV/Å
SMILES = C/C=N/CC=O
Energy relative to the best compared isomer or geometry (same formula, charge and spin) = 1.775 eV
LUMO = 1.03 eV
Molecular weight = 85.11 g/mol

=====

# 9
Formula: C4H7NO
Source: the OMol25 dataset
Level of theory: ωB97M-V/def2-TZVPD

```
! RIJCOSX wB97M-V def2-TZVPD def2/J DEFGRID3
* xyz 0 1
C 1.63725 -0.57833 0.42106
C 0.36186 0.00075 0.87411
C -0.11568 1.15458 0.03474
N -1.22449 0.54133 -0.71676
C -1.46188 -0.80831 -0.46016
O -2.54947 -1.27541 -0.22734
H 1.65755 -1.66642 0.54464
H 2.03866 -0.29086 -0.56309
H 2.31657 -0.20317 1.20671
H -0.56804 1.91795 0.67934
H 0.61681 1.63654 -0.62863
H -2.09495 1.05142 -0.62932
H -0.56886 -1.43884 -0.62853
*
```

## Properties
Frontier orbital gap = 8.37 eV
F_max = 0.47 eV/Å
Energy relative to the best compared isomer or geometry (same formula, charge and spin) = 4.626 eV
LUMO = -0.41 eV
Molecular weight = 85.11 g/mol

=====

# 10
Formula: C4H7NO
Source: the OMol25 dataset
Level of theory: ωB97M-V/def2-TZVPD

```
! RIJCOSX wB97M-V def2-TZVPD def2/J DEFGRID3
* xyz 0 1
C 0.53006 0.98468 -1.16117
C -0.50187 0.03822 -0.64306
C -0.08728 -1.37559 -0.29441
O -0.55399 -1.86377 0.96578
C -0.51839 -0.41193 0.77872
N 0.31197 0.23649 1.75727
H 0.29488 2.00991 -0.85920
H 0.54895 0.95269 -2.25488
H 1.53489 0.74226 -0.80039
H -1.46700 0.18320 -1.11489
H -0.45764 -2.02843 -1.07596
H -0.20409 0.97416 2.23018
H 0.56951 -0.44190 2.47201
*
```

## Properties
Frontier orbital gap (alpha / beta) = 7.82 / 6.53 eV
F_max = 5.90 eV/Å
SMILES = C[C@H]1[C@@H]2O[C@]12N
Energy relative to the best compared isomer or geometry (same formula, charge and spin) = 7.677 eV
LUMO (alpha / beta) = 0.38 / -0.03 eV
Molecular weight = 85.11 g/mol

=====

# 11
Formula: C4H7NO
Source: the OMol25 dataset
Level of theory: ωB97M-V/def2-TZVPD

```
! RIJCOSX wB97M-V def2-TZVPD def2/J DEFGRID3
* xyz 0 1
N 0.81803 -2.66205 0.26554
C 0.60599 -1.72122 -0.37577
C 0.32050 -0.50100 -1.13596
C -0.76105 0.35610 -0.46672
C -0.39775 0.71808 0.96572
O 0.91745 1.24713 0.97485
H 1.24496 0.07886 -1.19868
H 0.02889 -0.77594 -2.15363
H -0.85471 1.27825 -1.04690
H -1.73043 -0.15278 -0.49609
H -1.10746 1.46328 1.34762
H -0.47129 -0.16492 1.61410
H 1.38689 0.83621 1.70591
*
```

## Properties
Frontier orbital gap = 11.62 eV
F_max = 1.23 eV/Å
SMILES = N#CCCCO
Energy relative to the best compared isomer or geometry (same formula, charge and spin) = 1.029 eV
LUMO = 0.82 eV
Molecular weight = 85.11 g/mol

=====

# 12
Formula: C4H7NO
Source: the OMol25 dataset
Level of theory: ωB97M-V/def2-TZVPD

```
! RIJCOSX wB97M-V def2-TZVPD def2/J DEFGRID3
* xyz 0 1
N -1.07678 -0.64837 -1.93927
C -0.52967 -0.58583 -0.75499
O -0.76357 -1.71389 -0.17160
C 0.20778 0.51742 -0.12408
C 1.28563 0.18564 0.88206
C -0.00708 0.75137 1.35494
H -1.05626 0.09241 -2.63035
H -1.32307 -1.81202 -1.34748
H 0.35969 1.38871 -0.75356
H 1.47483 -0.86686 1.06979
H 2.16204 0.82656 0.87629
H -0.03769 1.78636 1.68156
H -0.69586 0.07849 1.85669
*
```

## Properties
Frontier orbital gap = 10.78 eV
F_max = 0.23 eV/Å
Energy relative to the best compared isomer or geometry (same formula, charge and spin) = 2.633 eV
LUMO = 1.06 eV
Molecular weight = 85.11 g/mol